[1]
This record from OMol25 describes a cluster of 2 separate species, C11H15N in total in a non-equilibrium geometry. The level of theory is ωB97M-V with the def2-TZVPD basis set.

Output
- HOMO (hartree) = -0.29052
- lowest unoccupied orbital energy (Ha) = 0.03452
- molar mass (g/mol) = 161.248
- energy relative to the best compared isomer or geometry (same formula, charge and spin) (eV) = 0.737
- electronic energy (a.u.) = -482.88809
- Kohn-Sham gap (eV) = 8.845
- SMILES string = Cc1c[nH]c2ccccc12.CC

```
! wB97M-V def2-TZVPD RIJCOSX def2/J DEFGRID3
* xyz 0 1
N -0.69 0.67 1.77
C 1.34 1.36 -1.10
C 1.39 0.06 1.15
C 0.82 0.88 0.11
C -1.73 -1.86 0.06
C 2.72 -0.62 1.12
C 0.47 -0.01 2.15
C -1.31 -2.59 -1.24
C -0.48 1.21 0.53
C -0.67 2.68 -1.35
C -1.27 2.00 -0.31
C 0.67 2.40 -1.70
H -2.67 -2.15 0.54
H -0.97 -1.86 0.84
H 0.54 -0.38 3.16
H 3.23 -0.57 0.15
H -0.30 -2.96 -1.12
H 2.58 -1.67 1.29
H -1.29 3.28 -2.00
H -2.34 2.17 -0.19
H 1.08 2.90 -2.57
H -1.63 0.43 2.04
H -1.91 -0.84 -0.26
H -2.00 -3.40 -1.45
H 3.44 -0.26 1.85
H -1.29 -1.83 -2.02
H 2.30 0.97 -1.44
*
```

These are the Löwdin partial charges, in e, on atoms 1 to 4: 0.0672 -0.0247 -0.2265 -0.1394


[2]
This record from OMol25 describes a cluster of 2 separate species, C8H19N3 in total in a non-equilibrium geometry. The level of theory is ωB97M-V with the def2-TZVPD basis set.

Output
- HOMO (hartree) = -0.67013
- lowest unoccupied orbital energy (Ha) = -0.26735
- molar mass (g/mol) = 157.261
- energy relative to the best compared isomer or geometry (same formula, charge and spin) (eV) = 0.643
- electronic energy (a.u.) = -479.80198
- Kohn-Sham gap (eV) = 10.960

```
! wB97M-V def2-TZVPD RIJCOSX def2/J DEFGRID3
* xyz 2 1
N -3.74 -0.10 0.10
N 1.18 -0.46 0.19
N -1.17 -0.01 -0.26
C 1.42 -1.88 0.36
C 2.00 1.83 -0.08
C -1.01 -0.34 -1.71
C -0.35 0.39 1.91
C -4.68 0.51 -0.49
C -0.20 -0.07 0.55
C 2.17 0.37 -0.02
C 3.57 -0.09 -0.26
H 3.25 -0.81 -1.01
H 3.93 -0.61 0.59
H 2.44 -1.92 0.92
H -0.84 -1.38 -1.89
H -1.97 -0.01 -2.29
H -3.81 -0.83 0.78
H 1.93 2.05 -1.17
H 1.63 -2.48 -0.51
H 0.54 -2.43 0.78
H 1.01 2.01 0.36
H -1.11 1.29 1.91
H -4.49 1.33 -1.17
H 4.27 0.70 -0.55
H -0.82 -0.43 2.43
H -2.66 -0.12 0.03
H -0.16 0.28 -2.02
H 2.77 2.40 0.48
H -5.68 0.09 -0.31
H 0.60 0.74 2.36
*
```

These are the Löwdin partial charges, in e, on atoms 1 to 4: 0.1617 -0.0237 0.0235 0.0167


[3]
This record from OMol25 describes a structure of composition C62H51BN11O26 in a non-equilibrium geometry. The level of theory is ωB97M-V with the def2-TZVPD basis set.

Output
- HOMO (hartree) = -0.21495
- lowest unoccupied orbital energy (Ha) = -0.02956
- molar mass (g/mol) = 1376.953
- energy relative to the best compared isomer or geometry (same formula, charge and spin) (eV) = 77.200
- electronic energy (a.u.) = -4973.35992
- Kohn-Sham gap (eV) = 5.045

```
! wB97M-V def2-TZVPD RIJCOSX def2/J DEFGRID3
* xyz -1 1
O -4.43 7.19 -16.93
O -9.49 5.38 -7.68
O -5.82 4.70 -15.45
O -10.28 9.59 -16.60
O 1.76 7.56 -14.95
O -11.16 0.20 -13.70
O 0.86 2.08 -11.43
O -5.76 4.56 -10.86
O -6.51 6.64 -11.44
O -8.82 13.26 -10.82
O -7.23 7.28 -9.38
O -6.39 4.48 -8.72
O -9.29 -0.16 -14.74
O -11.13 7.70 -15.94
O -4.56 6.74 -19.01
O -11.42 4.45 -8.05
O -6.96 8.98 -4.65
O -4.36 5.74 -12.45
O -3.28 5.81 -14.40
O -9.00 12.37 -12.77
O -7.60 9.57 -6.61
O -6.41 4.89 -13.20
O -0.17 0.60 -10.30
O -4.54 12.28 -13.88
O -6.29 12.55 -12.60
O 2.00 9.08 -13.55
N -4.23 6.43 -17.88
N -5.36 11.91 -13.00
N -0.20 1.67 -10.92
N -10.25 8.51 -15.92
N -9.15 4.29 -15.03
N -4.22 8.84 -6.53
N -10.00 0.57 -14.07
N -7.20 8.73 -5.83
N -10.24 4.55 -8.25
N 1.34 8.20 -14.02
N -8.79 12.30 -11.55
C -1.35 3.80 -11.43
C -10.53 2.75 -13.04
C -10.39 2.62 -9.86
C -1.43 2.50 -10.94
C -1.69 8.14 -11.66
C -6.74 6.49 -10.15
C -2.09 3.09 -16.84
C -3.79 8.63 -12.17
C -7.27 9.10 -13.68
C -6.33 4.93 -7.43
C -3.78 2.69 -10.62
C -5.85 8.84 -10.83
C -8.60 9.80 -11.73
C -2.34 7.05 -12.23
C -6.24 5.08 -9.78
C -5.95 6.58 -5.77
C -8.75 4.25 -12.39
C -5.60 5.39 -6.33
C -5.13 10.63 -12.32
C -7.70 6.88 -7.44
C -4.66 8.20 -7.41
C -9.58 1.88 -13.63
C -2.56 4.53 -11.56
C -8.54 8.53 -11.11
C -5.60 5.04 -14.28
C -8.78 6.93 -14.65
C -8.33 9.38 -14.58
C -1.88 6.38 -13.33
C -6.94 7.81 -13.31
C -2.61 1.99 -10.46
C -7.84 3.47 -13.09
C -8.38 10.80 -9.55
C -3.52 5.20 -17.56
C -8.60 10.93 -10.91
C -4.67 8.16 -11.16
C -9.73 1.81 -10.77
C -0.45 8.45 -12.27
C -0.66 6.71 -13.90
C -8.27 4.68 -15.69
C -8.20 2.27 -13.67
C -8.22 9.53 -8.97
C -3.77 3.92 -11.21
C -7.32 5.65 -8.02
C -4.02 9.87 -12.73
C -8.30 3.84 -9.68
C -7.66 3.06 -10.60
C -1.88 3.54 -18.15
C -10.10 3.93 -12.37
C -7.72 6.70 -13.71
C -9.63 3.67 -9.26
C -6.02 10.13 -11.39
C -8.44 2.01 -11.18
C -9.06 8.26 -15.03
C -3.67 4.66 -16.25
C -4.25 5.55 -13.71
C -2.84 3.63 -15.86
C 0.01 7.81 -13.45
C -6.97 7.39 -6.34
C -2.61 4.69 -18.50
C -7.20 5.06 -16.62
C -5.22 7.34 -8.48
C -8.33 8.36 -9.76
B -5.75 5.47 -12.00
H -6.49 8.42 -10.07
H -6.80 3.75 -13.09
H -7.69 5.23 -17.58
H -11.58 2.51 -12.92
H -4.30 7.31 -10.61
H -7.62 5.71 -13.28
H -2.72 0.98 -10.10
H -5.95 4.02 -7.87
H -4.71 2.26 -10.28
H -2.04 8.73 -10.82
H -0.41 6.10 -14.76
H -10.25 0.97 -11.21
H -8.57 10.38 -14.91
H -2.41 5.24 -19.40
H -4.43 5.03 -15.58
H -8.35 7.41 -9.26
H -6.92 10.67 -11.13
H -8.41 5.20 -11.99
H -5.15 6.29 -8.19
H -6.67 3.33 -10.93
H -2.56 5.54 -11.96
H -6.27 7.64 -8.57
H -8.39 7.50 -7.99
H -1.60 2.21 -16.43
H 0.16 9.19 -11.78
H -2.89 8.13 -12.52
H -8.22 11.64 -8.90
H -4.73 7.50 -9.44
H -6.64 9.89 -13.30
H -7.87 1.31 -11.76
H -4.88 4.77 -5.80
H -8.64 9.80 -12.81
H -3.44 10.25 -13.56
H -1.20 3.06 -18.84
H -6.47 4.26 -16.74
H -3.27 6.69 -11.84
H -6.09 7.70 -12.65
H -7.43 1.66 -14.12
H -11.41 2.37 -9.63
H -2.55 5.73 -13.88
H -0.38 4.23 -11.63
H -9.39 6.07 -14.90
H -7.75 4.65 -9.23
H -2.96 3.10 -14.92
H -6.68 5.93 -16.23
H -8.08 9.28 -7.92
H -10.72 4.56 -11.75
H -8.61 7.63 -11.70
H -5.35 6.99 -4.98
H -4.74 4.39 -11.31
H -7.72 5.28 -8.95
*
```

These are the Löwdin partial charges, in e, on atoms 1 to 4: 0.0695 0.0531 -0.0481 0.0243


[4]
This record from OMol25 describes the molecule C2H4N4O in a non-equilibrium geometry. The level of theory is ωB97M-V with the def2-TZVPD basis set.

Output
- HOMO (hartree) = -0.32155
- lowest unoccupied orbital energy (Ha) = 0.01855
- molar mass (g/mol) = 100.081
- energy relative to the best compared isomer or geometry (same formula, charge and spin) (eV) = 0.680
- electronic energy (a.u.) = -372.87534
- Kohn-Sham gap (eV) = 9.255
- SMILES string = Nc1n[nH]c(O)n1

```
! wB97M-V def2-TZVPD RIJCOSX def2/J DEFGRID3
* xyz 0 1
O -2.39 0.66 -0.37
N 0.44 -1.20 0.25
N -0.91 -0.95 0.18
N 2.27 0.33 0.12
N 0.00 1.01 -0.18
C -1.12 0.32 -0.10
C 0.92 0.02 0.06
H -1.72 -1.53 0.04
H 2.87 -0.48 0.05
H 2.55 1.08 -0.50
H -2.90 0.75 0.44
*
```

These are the Löwdin partial charges, in e, on atoms 1 to 4: 0.0904 0.0912 0.0455 0.1126


[5]
This record from OMol25 describes a cluster of 8 separate species, C19H34Cl15FO6S in total in a non-equilibrium geometry. The level of theory is ωB97M-V with the def2-TZVPD basis set.

Output
- HOMO (hartree) = -0.38408
- lowest unoccupied orbital energy (Ha) = -0.06428
- molar mass (g/mol) = 941.335
- electronic energy (a.u.) = -8596.39290
- Kohn-Sham gap (eV) = 8.702
- SMILES string = CCO[C@@]1([C@H](F)CC)OC(=O)O[C@H]1CCCCS(=O)(=O)Cl.ClCCl.ClCCl.ClCCl.ClCCl.ClCCl.ClCCl.ClCCl

```
! wB97M-V def2-TZVPD RIJCOSX def2/J DEFGRID3
* xyz 0 1
Cl -0.01 -7.15 0.47
Cl -4.62 -3.43 1.91
Cl 5.02 2.46 -6.03
Cl -1.83 5.95 3.32
Cl 5.01 2.99 -3.17
Cl -2.34 -5.24 1.69
Cl -3.68 -1.32 7.83
Cl 0.74 4.44 -4.42
Cl 0.86 5.07 4.00
Cl -1.88 0.33 1.32
Cl 0.24 -6.64 3.33
Cl 1.47 -0.86 7.14
Cl 2.07 -3.33 5.72
Cl -2.30 -2.81 5.74
Cl 2.98 5.04 -6.19
S -0.23 0.81 2.58
F 0.85 -1.67 -0.94
O 1.88 0.87 -2.22
O 0.46 0.03 -3.91
O 0.54 -0.53 2.92
O -0.87 1.26 3.94
O 2.86 -0.69 -4.01
O -1.68 0.59 -2.67
C -3.37 -4.32 2.79
C -0.37 -1.46 -1.81
C 0.19 3.19 0.87
C 2.07 3.76 -5.37
C -0.34 -0.05 -2.64
C 0.94 2.06 1.82
C 0.51 1.01 -1.71
C -0.49 -2.81 -2.74
C -2.37 -1.29 6.65
C 1.01 3.37 -0.57
C 0.23 2.62 -1.84
C -1.22 -3.95 -1.76
C -2.46 0.19 -3.85
C 1.86 0.01 -3.44
C -4.07 0.37 -3.44
C 1.85 -1.58 5.57
C -0.84 5.03 4.46
C 1.11 -6.96 1.82
C 5.99 2.92 -4.63
H -0.95 5.47 5.46
H -0.61 -3.92 -0.75
H 6.43 3.91 -4.81
H -4.37 -0.48 -2.68
H -0.90 2.93 -1.79
H 0.28 0.80 -0.58
H -2.31 -3.56 -1.48
H -4.66 0.18 -4.44
H 2.75 3.22 -4.71
H 0.29 4.22 1.46
H 1.02 -1.39 4.88
H 2.76 -1.14 5.18
H 2.11 2.96 -0.45
H 0.74 3.04 -2.83
H 6.79 2.18 -4.49
H -1.19 3.99 4.48
H 0.58 -3.28 -2.99
H -1.42 -1.15 7.17
H 1.07 4.52 -0.79
H 1.66 3.08 -6.12
H -1.04 -2.66 -3.76
H -1.31 -1.45 -1.10
H -1.26 -5.01 -2.25
H -2.25 0.81 -4.82
H -4.29 1.41 -2.94
H 1.63 2.62 2.58
H -2.53 -0.47 5.95
H -2.33 -0.95 -4.12
H -0.96 3.01 0.73
H 1.70 -7.87 1.94
H -3.86 -5.02 3.49
H -2.76 -3.62 3.35
H 1.78 -6.12 1.61
H 1.66 1.46 1.08
*
```

These are the Löwdin partial charges, in e, on atoms 1 to 4: 0.4792 0.4922 0.5277 0.5074


[6]
This record from OMol25 describes the molecule C6H2 in a non-equilibrium geometry. The level of theory is ωB97M-V with the def2-TZVPD basis set.

Output
- HOMO (hartree) = -0.33165
- lowest unoccupied orbital energy (Ha) = -0.01973
- molar mass (g/mol) = 74.082
- energy relative to the best compared isomer or geometry (same formula, charge and spin) (eV) = 1.654
- electronic energy (a.u.) = -229.57664
- Kohn-Sham gap (eV) = 8.488
- SMILES string = C#CC#CC#C

```
! wB97M-V def2-TZVPD RIJCOSX def2/J DEFGRID3
* xyz 0 1
C 0.61 -0.36 -0.03
C -3.11 0.30 0.00
C 3.15 0.20 -0.06
C -1.93 -0.25 0.17
C 1.96 -0.15 -0.03
C -0.62 -0.48 -0.08
H 4.22 0.40 0.38
H -4.28 0.34 -0.36
*
```

These are the Löwdin partial charges, in e, on atoms 1 to 4: -0.0314 0.1082 0.1086 -0.1540


[7]
This record from OMol25 describes the molecule C14H25N3O5 in a non-equilibrium geometry. The level of theory is ωB97M-V with the def2-TZVPD basis set.

Output
- HOMO (hartree) = -0.29762
- lowest unoccupied orbital energy (Ha) = 0.02537
- molar mass (g/mol) = 315.370
- energy relative to the best compared isomer or geometry (same formula, charge and spin) (eV) = 4.582
- electronic energy (a.u.) = -1088.82487
- Kohn-Sham gap (eV) = 8.789
- SMILES string = CCNC(=O)OCC1=C(OC)CN(C)[C@@H]1COC(=O)NCC

```
! wB97M-V def2-TZVPD RIJCOSX def2/J DEFGRID3
* xyz 0 1
O 1.01 -3.03 -0.87
O 1.33 2.08 3.34
O 0.49 1.93 -2.06
O -0.75 1.83 -0.14
O -0.35 -1.26 -0.31
N -1.68 1.47 -2.26
N 1.19 -1.07 -2.00
N -0.86 -0.81 3.32
C -0.58 1.76 -1.48
C -0.05 0.10 4.22
C -0.28 -1.64 1.07
C 2.24 1.94 4.52
C 2.07 -1.67 -3.00
C 0.49 1.02 3.18
C -1.93 1.62 -3.64
C 2.55 -0.56 -3.86
C 0.04 0.70 1.91
C -0.87 -0.49 1.86
C -2.81 0.35 -4.13
C -1.79 -1.89 3.81
C 0.44 1.34 0.60
C 0.68 -1.83 -0.98
H 1.66 -2.42 -3.66
H 0.82 -1.88 1.28
H 1.71 -0.07 -4.46
H 3.24 -0.95 -4.60
H 3.07 0.27 -3.33
H -1.90 -0.20 1.58
H 0.64 -0.37 -2.35
H 1.04 0.56 0.11
H -2.66 -1.42 4.34
H -2.37 -0.59 -3.98
H -2.47 2.62 -3.85
H 1.14 2.25 0.74
H 0.68 -0.46 4.75
H -2.92 0.44 -5.26
H 2.81 1.07 4.64
H -3.83 0.34 -3.78
H -0.77 0.61 4.83
H -2.41 -2.39 3.01
H -1.34 -2.51 4.42
H 1.77 2.05 5.48
H 2.96 -2.25 -2.63
H 2.89 2.80 4.31
H -0.89 -2.55 1.22
H -0.97 1.53 -4.23
H -2.48 1.63 -1.73
*
```

These are the Löwdin partial charges, in e, on atoms 1 to 4: 0.0547 -0.0695 0.0547 0.0314


[8]
This record from OMol25 describes a structure of composition C33H88F3N8O11PtS in a non-equilibrium geometry. The level of theory is ωB97M-V with the def2-TZVPD basis set.

Output
- HOMO (alpha / beta) (hartree) = -0.36540 / -0.36540
- lowest unoccupied orbital energy (alpha / beta) (Ha) = -0.24242 / -0.30920
- ⟨S²⟩ = 2.04
- molar mass (g/mol) = 1057.251
- energy relative to the best compared isomer or geometry (same formula, charge and spin) (eV) = 14.099
- electronic energy (a.u.) = -3391.99768
- Kohn-Sham gap (alpha / beta) (eV) = 3.346 / 1.529

```
! wB97M-V def2-TZVPD RIJCOSX def2/J DEFGRID3
* xyz 1 3
Pt -5.70 3.18 -0.45
S -0.75 -0.31 -0.45
F 0.93 -2.44 -0.92
F -0.94 -2.48 -2.03
F -0.86 -3.11 0.17
O -5.86 5.04 4.98
O -0.13 0.45 -1.56
O 6.71 -0.36 -5.91
O -0.04 -0.01 0.81
O 7.07 1.11 3.40
O -2.25 -0.13 -0.38
O 2.96 -10.84 -4.06
O -9.48 -2.97 3.25
O -6.34 1.35 -3.71
O -0.34 8.18 -2.51
O 1.06 -3.84 6.70
N -3.95 5.47 2.60
N 7.87 -2.00 5.20
N 3.62 -14.31 -4.85
N -8.08 0.56 2.75
N 1.65 6.43 -4.24
N 1.19 -1.06 7.77
N 7.33 2.41 -7.20
N -4.25 3.45 -3.87
C -0.38 -2.23 -0.81
C -2.02 5.59 4.08
C -4.79 2.73 -4.99
C 2.21 -9.64 -4.24
C 2.63 -12.05 -4.73
C 5.88 1.80 3.31
C -4.47 5.54 5.01
C -7.09 -1.27 4.06
C -0.05 -1.87 7.84
C -7.42 0.57 -3.97
C 6.89 0.95 -5.30
C -1.12 -0.82 7.95
C -3.72 2.69 -6.15
C 7.00 0.15 4.39
C -6.74 5.67 5.92
C 1.95 7.70 -3.49
C 5.91 -1.09 -5.10
C 3.89 -12.88 -4.51
C 7.98 1.63 -6.12
C -1.11 9.22 -1.88
C -8.06 -0.91 2.92
C 5.01 -12.52 -5.46
C -3.46 5.07 3.93
C 0.62 8.63 -3.51
C -10.90 -3.38 3.40
C -9.47 -1.53 3.22
C -5.34 1.36 -4.72
C 3.15 8.35 -4.17
C 7.52 -1.80 2.79
C -0.01 -2.82 6.61
C 8.86 2.54 -5.40
C 0.78 -5.14 6.11
C 7.85 -1.03 4.11
H -11.58 -3.23 2.56
H 8.20 -2.59 2.44
H -4.06 4.40 -4.17
H 2.40 5.75 -4.31
H 6.94 -2.38 5.28
H -7.70 5.18 6.06
H 1.57 -5.81 6.43
H -7.44 -0.88 5.02
H 1.72 -12.47 -4.32
H -11.36 -2.89 4.26
H -2.10 -1.28 8.01
H -3.44 3.98 3.90
H -4.48 6.31 2.79
H -10.30 -1.22 2.58
H -8.03 1.05 3.63
H -6.12 -0.83 3.80
H 7.47 -1.18 1.89
H 5.87 -13.12 -5.15
H 8.65 0.87 -6.52
H 3.56 9.12 -3.51
H -1.90 6.61 3.71
H -2.80 2.19 -5.84
H 5.46 -1.85 -5.74
H 2.57 -11.99 -5.81
H -0.17 -5.49 6.52
H -3.14 5.89 2.17
H 5.04 -0.51 -4.80
H 8.22 3.09 -4.71
H 0.19 8.33 -4.47
H -1.13 -0.17 7.07
H 2.15 7.41 -2.46
H -4.06 5.09 5.91
H -1.02 -3.21 6.48
H 3.95 7.63 -4.35
H 4.68 -12.62 -6.50
H -9.00 0.91 2.53
H -8.11 0.82 -3.17
H -1.80 5.77 5.13
H 6.71 1.81 -7.73
H 5.99 -0.22 4.58
H -6.22 5.55 6.87
H 9.48 3.14 -6.07
H -1.03 -0.27 8.88
H 4.41 -14.88 -4.60
H 1.15 -0.63 6.85
H 5.13 1.06 3.04
H 2.93 -14.58 -4.16
H -4.58 0.62 -4.50
H 1.83 -9.28 -5.20
H 1.98 -1.68 7.71
H 6.51 -2.20 2.72
H 0.83 9.70 -3.52
H 5.54 2.29 4.23
H -7.06 -0.43 -4.21
H -5.60 3.38 -5.34
H -4.13 2.10 -6.97
H 5.94 2.60 2.57
H 2.80 8.82 -5.09
H 8.88 -0.67 4.03
H -1.60 8.80 -1.00
H 6.54 -1.43 -4.28
H -9.80 -1.15 4.19
H 8.21 -1.65 6.08
H -4.39 6.62 5.17
H 9.56 1.91 -4.86
H -1.33 4.85 3.67
H -7.00 -2.35 4.04
H 7.96 2.99 -7.72
H -10.94 -4.47 3.50
H 5.29 -11.48 -5.33
H 1.38 -9.94 -3.61
H -1.85 9.71 -2.51
H 0.08 -2.53 8.70
H -7.67 -1.41 2.04
H 0.28 -2.21 5.76
H 7.22 0.93 -4.27
H 4.32 -12.78 -3.51
H -3.32 3.12 -3.67
H -5.69 1.11 -5.72
H -6.74 6.74 5.70
H 0.88 -4.94 5.04
H 5.92 1.44 -5.23
H -0.49 10.01 -1.46
H 0.88 5.88 -3.89
H 2.68 -8.75 -3.83
H -3.43 3.69 -6.47
H -8.01 0.82 -4.85
H 7.25 0.62 5.34
*
```

These are the Löwdin partial charges, in e, on atoms 1 to 4: 0.8318 0.6755 0.1617 0.1522